# C53H55I2MoN2O5S2SeSi

C53H55I2MoN2O5S2SeSi as an isolated structure in a non-equilibrium geometry (ωB97M-V/def2-TZVPD, the OMol25 dataset).

Properties
Multiplicity   3
Calculated total energy   -6689.0689 Ha
Total charge   +1
⟨S²⟩   2.201
ΔE to the lowest compared entry with this formula, charge and spin   78.0 kcal per mole

```
122
Properties=species:S:1:pos:R:3:forces:R:3:mulliken_spin:R:1
Mo -0.6368 1.1867 1.3620 -0.48 -0.08 -0.60 2.6458
C -4.1623 -7.5099 -0.7616 0.02 0.02 -0.01 0.0000
C -3.4049 -6.2104 -0.7494 -0.03 -0.01 0.02 0.0000
C -3.9823 -5.0463 -0.2527 0.03 -0.02 -0.03 0.0000
C -3.2810 -3.8482 -0.2481 -0.05 0.10 0.02 0.0047
C -1.9926 -3.8222 -0.7523 0.15 -0.02 0.06 0.0074
C -1.3868 -4.9674 -1.2471 -0.04 -0.05 -0.03 0.0011
C -2.1001 -6.1524 -1.2432 0.03 -0.01 -0.02 0.0000
S -1.0769 -2.2843 -0.7447 -0.25 0.23 0.14 -0.0577
O 0.3595 -2.6887 -0.6755 0.10 -0.31 0.14 0.0140
C -1.4192 -1.9295 -2.4781 0.02 -0.27 -0.31 -0.0068
C -2.8076 -1.9100 -2.7617 0.12 -0.05 -0.04 0.0003
C -3.2782 -2.2335 -3.9939 0.06 0.09 -0.01 0.0006
C -2.3807 -2.8145 -4.9239 -0.01 -0.05 0.03 0.0008
C -2.8608 -3.4992 -6.0671 -0.02 0.01 -0.05 -0.0003
C -2.0205 -4.2479 -6.8376 0.00 0.04 0.00 0.0003
C -0.6581 -4.3464 -6.4872 0.00 -0.01 0.04 -0.0002
C -0.1551 -3.6273 -5.4413 -0.05 -0.29 -0.03 0.0004
C -0.9937 -2.8021 -4.6483 -0.04 -0.12 0.18 -0.0007
C -0.4752 -2.0888 -3.4955 -0.36 0.13 0.28 -0.0015
C 0.9229 -1.5881 -3.5183 0.15 0.07 -0.08 0.0043
C 1.5510 -1.4468 -4.8228 0.06 0.15 0.04 0.0001
C 0.8070 -1.2341 -6.0152 0.06 0.28 -0.15 -0.0002
C 1.4192 -1.1405 -7.2313 0.02 0.04 0.03 0.0002
C 2.8189 -1.2750 -7.3451 0.00 -0.04 0.03 -0.0002
C 3.5715 -1.3739 -6.2136 0.00 0.02 -0.03 0.0004
C 2.9603 -1.3884 -4.9340 0.03 0.05 0.06 -0.0006
C 3.7367 -1.2179 -3.7652 -0.04 -0.03 -0.08 0.0017
C 3.1059 -0.9651 -2.5888 0.06 -0.02 -0.05 -0.0041
C 1.7096 -1.1289 -2.4665 0.21 0.00 0.09 0.0499
S 1.0585 -0.2752 -1.0235 -0.19 -0.07 -0.08 0.0383
O 1.2772 1.1642 -1.4486 -0.02 0.17 0.02 0.0256
C 2.3178 -0.5176 0.2553 0.05 0.11 -0.15 -0.1041
C 2.9509 0.6487 0.6561 0.04 -0.04 0.07 0.0003
C 3.8923 0.6108 1.6765 -0.03 0.04 0.01 -0.0016
C 4.2134 -0.5811 2.3074 0.01 -0.01 0.01 0.0089
C 5.2320 -0.6281 3.4121 -0.02 -0.02 -0.01 -0.0003
C 3.5741 -1.7460 1.8765 0.00 -0.02 0.01 -0.0018
C 2.6374 -1.7312 0.8592 -0.14 -0.05 0.00 -0.0087
H -5.0959 -7.4311 -0.2068 0.00 0.00 0.00 0.0000
H -3.5684 -8.3110 -0.3207 0.00 0.00 0.00 0.0000
H -4.4017 -7.8072 -1.7842 0.00 0.00 0.00 0.0000
H -4.9931 -5.0761 0.1372 0.01 0.00 0.01 0.0000
H -3.7323 -2.9418 0.1423 0.06 -0.07 0.06 -0.0015
H -0.3715 -4.9190 -1.6210 -0.01 -0.01 0.01 -0.0007
H -1.6382 -7.0532 -1.6302 0.00 0.00 0.01 0.0000
H -3.4881 -1.6541 -1.9578 -0.02 -0.02 -0.04 0.0069
H -4.3309 -2.1554 -4.2353 0.00 -0.05 0.03 0.0002
H -3.9203 -3.4550 -6.2883 0.00 -0.01 0.01 0.0000
H -2.4000 -4.7914 -7.6925 0.00 0.00 0.00 0.0000
H -0.0036 -4.9988 -7.0502 0.00 0.01 -0.01 0.0000
H 0.8940 -3.7110 -5.1909 -0.11 -0.10 -0.02 0.0000
H -0.2643 -1.1018 -5.9599 0.13 0.05 -0.07 0.0001
H 0.8227 -0.9519 -8.1144 0.00 0.00 0.00 0.0000
H 3.2898 -1.2488 -8.3186 0.00 0.02 0.00 0.0000
H 4.6533 -1.3863 -6.2657 0.00 -0.01 0.00 0.0000
H 4.8161 -1.1737 -3.8370 -0.01 0.00 -0.02 0.0000
H 3.6771 -0.6419 -1.7273 -0.04 -0.07 -0.05 0.0012
H 2.7256 1.5799 0.1620 -0.02 0.09 -0.03 0.0101
H 4.3804 1.5312 1.9730 0.00 0.05 0.03 -0.0022
H 5.5293 0.3743 3.7175 -0.01 0.00 0.00 0.0001
H 6.1275 -1.1626 3.0901 0.00 0.00 0.00 0.0001
H 4.8375 -1.1512 4.2842 0.00 0.01 0.00 -0.0001
H 3.8190 -2.6911 2.3473 0.00 0.00 0.00 -0.0007
H 2.1561 -2.6456 0.5489 -0.02 0.01 -0.04 0.0026
I -3.1495 0.8492 -0.0521 -0.09 -0.14 0.11 0.0032
C -3.1937 2.2520 -1.6636 0.05 -0.07 -0.11 -0.0007
I -2.0986 1.6791 -3.3789 -0.02 0.07 0.01 0.0025
H -2.8063 3.1953 -1.3101 0.01 0.01 0.05 0.0005
H -4.2418 2.3125 -1.9328 0.00 0.03 0.01 -0.0003
O -0.5683 2.6889 -0.5203 -0.03 -0.35 0.13 -0.0497
H 0.1649 2.1903 -1.0031 0.08 0.00 -0.21 -0.0091
H -0.2583 3.5915 -0.3754 0.07 -0.08 0.22 0.0034
Se -0.6133 -0.6704 2.6131 -0.02 0.20 -0.29 -0.4908
C -3.5072 -3.4419 3.5718 -0.01 0.01 0.01 -0.0007
N -4.5584 -2.4413 3.5146 0.01 0.03 -0.05 -0.0003
C -4.5127 -1.3836 2.6657 0.07 -0.10 0.14 0.0058
N -5.5048 -0.4602 2.8120 -0.01 0.01 0.02 -0.0010
O -3.6242 -1.2553 1.8193 -0.13 0.05 0.01 0.0020
H -3.9227 -4.4430 3.4605 0.01 0.01 -0.01 -0.0002
H -2.9599 -3.3837 4.5132 -0.01 0.00 0.01 -0.0002
H -2.8151 -3.2546 2.7566 0.00 -0.01 -0.04 -0.0012
H -5.2701 -2.4626 4.2237 0.00 0.01 0.00 0.0000
H -6.2688 -0.5819 3.4504 -0.01 0.00 -0.01 0.0001
H -5.5411 0.3024 2.1618 0.01 -0.01 -0.02 0.0002
C 1.6449 1.9071 5.0113 0.00 0.01 0.01 0.0019
C 0.7902 3.1632 4.7885 0.04 -0.01 0.06 0.0185
C -0.6928 2.8332 5.0157 0.00 -0.08 0.02 -0.0142
C 1.1907 4.2579 5.7896 -0.03 -0.03 -0.01 0.0016
Si 0.9714 3.7618 3.0219 -0.31 -0.10 -0.25 -0.0011
O 0.3461 2.5788 1.9829 0.81 0.73 0.87 -0.1448
C 2.7008 4.1367 2.4440 0.09 -0.05 0.02 0.0032
C 3.8088 4.2344 3.2895 -0.01 -0.03 -0.08 0.0003
C 5.0709 4.5273 2.7881 -0.01 -0.02 -0.01 0.0001
C 5.2478 4.7204 1.4264 0.00 -0.01 -0.01 0.0001
C 4.1586 4.6361 0.5677 0.00 -0.01 0.00 0.0011
C 2.9008 4.3552 1.0770 0.01 -0.02 0.00 0.0070
C -0.1252 5.2334 2.6760 -0.02 0.07 -0.03 -0.0098
C -1.3915 5.0997 2.1004 0.02 0.05 0.04 -0.0276
C -2.2039 6.2044 1.8824 0.01 -0.01 0.00 0.0126
C -1.7611 7.4688 2.2427 0.00 0.02 0.01 0.0007
C -0.5060 7.6256 2.8142 0.01 -0.01 0.00 -0.0001
C 0.3035 6.5181 3.0236 -0.02 -0.01 -0.05 -0.0019
H 1.4813 1.5241 6.0238 0.01 0.00 -0.01 0.0000
H 2.7118 2.1178 4.9032 -0.04 -0.03 0.01 0.0001
H 1.3925 1.1086 4.3093 -0.02 0.01 -0.01 0.0000
H -0.8196 2.4108 6.0177 -0.02 0.03 0.00 0.0030
H -1.0696 2.0920 4.3050 0.02 0.00 0.02 0.0260
H -1.3193 3.7248 4.9442 0.01 0.01 -0.01 -0.0036
H 1.0105 3.9018 6.8086 -0.01 0.00 0.00 -0.0002
H 0.6043 5.1690 5.6515 -0.01 -0.01 -0.01 -0.0003
H 2.2454 4.5232 5.7222 0.01 0.02 0.01 0.0001
H 3.6963 4.0772 4.3533 0.03 -0.01 0.01 -0.0002
H 5.9161 4.6001 3.4606 -0.01 0.00 0.00 -0.0001
H 6.2319 4.9412 1.0334 -0.01 0.00 0.00 0.0000
H 4.2910 4.7907 -0.4954 0.00 0.01 0.00 0.0000
H 2.0579 4.3030 0.3937 0.02 -0.01 0.00 0.0014
H -1.7579 4.1162 1.8223 -0.02 -0.03 0.01 0.0302
H -3.1833 6.0823 1.4365 0.00 -0.01 0.00 0.0007
H -2.3922 8.3321 2.0764 0.00 0.00 0.00 -0.0001
H -0.1556 8.6119 3.0896 0.00 0.00 0.00 -0.0002
H 1.2913 6.6594 3.4509 -0.01 0.00 0.00 -0.0006
```
Positions in Å, forces in eV/Å.